DFT (ωB97M-V with the def2-TZVPD basis set) results for a 3-piece molecular cluster, C14H29O9P3 overall.

XYZ file:
```
55
Properties=species:S:1:pos:R:3:forces:R:3
C -0.932 0.740 0.469 0.1802 0.2940 -0.2586
O 0.264 0.021 0.858 -3.6036 -0.4173 0.7375
P 0.051 -1.442 1.680 8.1987 -2.4072 0.0124
O 1.204 -1.260 2.614 -1.0242 0.7686 0.3455
O 0.525 -2.299 0.377 -1.0262 -0.1872 -0.0487
C -0.264 -2.246 -0.809 0.2160 0.1091 -0.0211
O -0.480 -2.900 2.402 -2.7773 1.8503 -1.0827
C -1.099 -2.751 3.681 -0.0639 0.0253 0.3797
H -0.815 1.789 0.739 0.0449 -0.0467 0.0342
H -1.065 0.666 -0.612 -0.0493 -0.0024 0.0304
H -1.824 0.352 0.965 -0.0597 0.1235 -0.0458
H 0.178 -1.533 -1.506 -0.0825 0.0393 -0.0071
H -1.297 -1.952 -0.600 -0.0401 -0.0477 -0.1187
H -0.269 -3.232 -1.270 0.0050 -0.0158 0.0775
H -1.960 -2.085 3.602 -0.0953 -0.0900 0.2174
H -0.387 -2.358 4.407 0.0272 0.0670 -0.0775
H -1.442 -3.728 4.019 0.0470 -0.0314 -0.1808
C -3.974 -3.945 1.593 0.2848 0.0352 0.2289
O -4.629 -2.836 2.253 -0.9453 -1.7332 -2.8088
P -6.197 -2.429 1.784 -1.7403 4.8677 5.5252
O -6.059 -0.949 1.853 0.4325 -0.6237 -0.9411
O -6.846 -3.024 3.149 -0.0865 -0.4476 -0.6048
C -6.680 -4.408 3.448 0.1155 0.1035 0.1457
O -7.676 -2.538 1.014 2.1877 -2.1720 -1.2981
C -7.690 -2.162 -0.371 -0.1954 0.2489 -0.2263
H -2.965 -3.635 1.320 -0.0174 -0.0251 0.0079
H -3.910 -4.788 2.281 -0.0118 -0.0220 -0.0660
H -4.507 -4.252 0.692 0.1114 -0.0872 -0.0153
H -5.859 -4.528 4.157 0.0300 -0.0461 -0.0544
H -6.471 -4.998 2.552 -0.0620 -0.0971 0.0565
H -7.595 -4.779 3.905 -0.0280 0.0626 -0.0603
H -6.978 -2.758 -0.942 -0.0648 0.0265 -0.1138
H -7.462 -1.101 -0.480 0.0923 -0.0275 0.0888
H -8.691 -2.347 -0.758 0.0201 -0.0751 0.1352
O 2.190 4.042 -0.380 -0.6282 -0.2450 -0.9538
P 2.636 2.671 -1.242 1.6085 -0.8125 0.9834
C 3.563 3.293 -2.737 -0.4773 -0.5421 -0.7124
C 4.890 2.479 -2.975 0.4067 1.2116 0.2632
C 6.065 3.442 -2.686 -1.0063 -1.3962 -0.3806
C 6.254 4.495 -3.588 0.5692 0.0184 0.6816
C 7.279 5.407 -3.334 -0.7684 -0.5553 -0.3031
C 8.074 5.214 -2.205 0.8172 0.9567 0.0453
C 7.883 4.175 -1.311 -0.6894 -0.7422 0.0044
C 6.849 3.251 -1.555 0.4420 0.8522 -0.2502
H 2.963 4.611 -0.273 -0.0549 -0.1489 0.0658
H 1.458 2.075 -1.794 -0.2447 1.0997 -0.0386
H 3.800 4.355 -2.563 -0.1378 -0.3458 -0.0880
H 2.962 3.229 -3.660 0.0384 0.2417 0.4165
H 4.976 2.164 -4.026 -0.2298 -0.0108 0.3709
H 4.953 1.594 -2.327 -0.0923 0.2233 -0.1874
H 5.591 4.575 -4.451 0.2509 0.0852 0.1946
H 7.398 6.236 -4.033 0.3188 -0.1486 0.3927
H 8.880 5.935 -2.032 -0.2525 -0.2824 0.0599
H 8.486 4.039 -0.412 0.0347 0.2668 -0.3507
H 6.652 2.416 -0.880 0.0754 0.2549 -0.2068
```
Forces are in eV/Å.

SMILES = COP(=O)(OC)OC.COP(=O)(OC)OC.OPCCc1ccccc1
DFT total energy = -61279.038 eV
HOMO energy = -8.126 eV
Kohn-Sham gap = 0.230 Ha